ORCA calculation (wB97M-V/def2-TZVPD) on a structure of composition C31H52B2KNO7S2Sn2 in a non-equilibrium geometry.

Summary:
E_LUMO	-3.36	eV
HOMO	-6.320	eV
net charge	0
Kohn-Sham gap	2.96	eV

Geometry as XYZ:
```
98
Properties=species:S:1:pos:R:3:forces:R:3
Sn -7.66917 -0.91578 11.62735 -1.739 3.134 0.469
Sn -9.71344 3.03898 13.38158 0.029 -0.369 0.421
K -12.33762 -0.03608 11.50836 0.113 0.942 0.067
C -14.44637 4.88777 11.39127 -1.869 0.361 -1.005
C -13.47757 5.13391 12.50212 1.299 -0.279 0.482
C -14.05622 6.38244 13.40144 -0.572 -2.161 -0.739
C -15.20096 5.91270 14.30204 0.388 -0.673 0.429
C -14.65986 4.77956 15.16814 -0.747 -1.601 -0.081
C -14.22904 3.44936 14.34526 1.298 0.957 -0.443
N -13.22317 3.85410 13.26689 0.160 -0.237 1.327
O -12.73214 2.73298 12.45617 0.012 1.293 0.912
C -15.46518 2.71614 13.82993 -0.539 0.313 -1.045
C -13.49437 2.53712 15.33806 0.293 0.491 0.123
C -12.06425 5.52925 11.92550 -0.878 -0.309 0.133
H -14.54668 5.76245 10.74864 0.210 0.158 -0.176
H -15.45751 4.74725 11.77329 -0.128 0.252 0.391
H -14.39002 4.02123 10.73245 1.103 -0.122 0.243
H -14.52694 7.08404 12.71276 0.729 0.308 -0.238
H -13.28335 6.82176 14.03213 0.120 0.073 -0.287
H -16.09436 5.56687 13.78209 0.226 -0.209 -0.576
H -15.62740 6.72765 14.88693 0.442 0.184 0.338
H -15.41303 4.39508 15.85590 -0.626 -0.045 -0.123
H -13.95065 5.11698 15.92397 0.870 0.056 -0.663
H -16.01778 3.30615 13.09875 -0.251 0.462 0.366
H -16.14965 2.42166 14.62547 0.037 0.057 0.129
H -15.27966 1.84768 13.19790 0.717 -0.346 0.403
H -12.86785 1.74270 14.93252 -0.337 -0.024 -0.702
H -14.22037 2.06579 16.00054 0.048 0.147 0.334
H -12.78109 3.15667 15.88165 -0.130 -0.056 0.366
H -11.80740 4.91563 11.06203 -0.199 0.051 -0.115
H -11.30621 5.30697 12.67655 0.015 0.253 0.351
H -12.00615 6.58607 11.66499 -0.030 0.003 -0.057
B -9.43780 1.34239 10.52037 0.741 -0.198 0.700
H -8.64553 2.04649 10.72235 3.234 2.687 1.106
H -9.06906 0.67699 9.75519 1.676 -3.008 -3.343
H -9.68585 0.78307 11.40912 -1.320 -2.151 3.621
H -10.22723 1.93975 10.09117 -3.407 1.657 -1.464
B -10.22713 -0.19748 13.69730 -0.023 -0.724 0.363
H -10.16881 -0.68125 14.66000 0.255 -1.945 3.572
H -10.47792 -0.90105 12.91862 -0.823 -2.510 -2.809
H -10.97518 0.57820 13.75175 -2.902 3.200 0.040
H -9.27673 0.27437 13.50150 4.395 1.885 -0.883
C -4.36499 1.65656 13.27089 -4.214 0.616 0.294
C -3.28441 2.35158 13.77560 5.830 -2.601 1.688
C -3.46378 3.80088 14.34772 2.895 2.462 1.193
O -2.50089 4.57555 14.71259 -2.020 -3.075 -1.476
C -4.76904 4.29772 14.53832 -2.878 -1.894 -1.433
C -5.92961 3.54191 14.14465 1.394 0.686 1.041
C -5.70566 2.14699 13.44077 3.908 1.505 -0.158
O -6.70446 1.64450 12.92045 -3.284 -2.318 -1.108
O -7.12464 3.91210 14.38276 -0.824 -0.556 -0.735
O -2.14523 1.66476 13.89352 -4.072 3.496 -0.461
H -4.33304 0.61763 12.97763 0.556 -0.092 -0.186
H -4.91502 5.32112 14.85094 0.080 -0.079 0.227
C -8.43349 1.10246 16.72360 -0.503 0.423 0.071
S -9.82418 2.03119 17.39942 -1.337 0.455 -0.451
O -10.31771 3.12334 16.42792 1.117 -1.426 0.013
C -11.06624 0.69505 17.23484 -0.240 -0.177 0.362
H -8.26273 0.25841 17.39182 -0.107 -0.063 0.003
H -7.55861 1.75158 16.75972 -0.078 -0.007 -0.465
H -8.77585 0.76314 15.74597 0.582 -0.018 -0.146
H -11.41416 0.55281 16.21169 0.390 0.369 -0.071
H -11.93560 0.92040 17.85252 0.077 0.397 -0.025
H -10.70533 -0.26534 17.60296 0.386 0.155 0.033
C -12.37246 -3.76860 11.88255 0.168 0.605 -0.242
S -10.55062 -3.66931 11.55070 -0.559 0.285 0.286
O -10.32798 -2.28778 10.96274 0.309 -0.225 0.109
C -9.96770 -3.62732 13.28674 -0.373 -0.215 -0.230
H -12.76295 -2.78876 12.15735 0.520 0.086 0.768
H -12.60370 -4.50823 12.64908 0.074 0.039 -0.149
H -12.95353 -3.92124 10.97306 0.567 -0.749 -0.276
H -8.91174 -3.36852 13.36469 0.029 0.205 -0.443
H -10.00812 -4.65936 13.63511 -0.369 -0.002 0.146
H -10.54618 -2.91454 13.87444 0.044 -0.193 0.006
C -13.43461 -2.93835 15.13215 -1.944 1.779 -0.135
C -14.66112 -3.62909 15.01774 4.440 -1.510 -0.591
C -15.85896 -3.07009 15.12088 -2.082 -0.215 0.623
C -15.99125 -1.71151 15.36188 -0.107 -0.387 -0.121
C -14.84779 -0.95603 15.39570 0.851 0.280 -0.415
C -13.55923 -1.54588 15.28853 -0.068 -0.891 -0.015
H -12.48078 -3.42655 14.99699 0.016 -0.021 0.211
H -14.49485 -4.66550 14.76355 -0.706 -0.430 0.195
H -16.64397 -3.81127 15.09225 -0.742 0.547 -0.119
H -16.95749 -1.24579 15.48797 -0.053 0.009 -0.092
H -15.02252 0.10966 15.38304 0.606 0.194 0.363
H -12.62300 -1.00785 15.30855 -0.175 0.620 0.034
C -9.81466 -2.97316 17.45068 1.123 0.092 1.519
C -9.45334 -2.59441 18.76885 0.157 -0.802 -0.726
C -8.80323 -3.51026 19.57485 0.183 -1.292 0.305
C -8.41448 -4.79958 19.10829 0.101 2.241 0.888
C -8.63910 -5.06332 17.79482 -0.102 -1.542 -0.320
C -9.40844 -4.24113 17.01720 -0.977 1.785 -0.932
H -10.24037 -2.19792 16.83085 -0.380 -0.404 -0.413
H -9.61406 -1.61234 19.18851 -0.322 0.143 -0.205
H -8.60358 -3.25623 20.60539 0.122 0.101 0.076
H -7.85044 -5.47739 19.73185 -0.062 0.020 0.094
H -8.26061 -5.98864 17.38627 -0.107 -0.164 -0.156
H -9.71949 -4.52922 16.02389 0.269 -0.200 -0.184
```
Forces are in eV/Å.

These are the Löwdin partial charges, in e, on atoms 1 to 4: 1.6031 1.6825 0.7491 -0.0720